# 1
# C5H7NO2

One molecule with the formula C5H7NO2 (wB97M-V/def2-TZVPD, OMol25).

```
15
Properties=species:S:1:pos:R:3:forces:R:3
C 0.9246 1.7142 1.3475 -3.220 -3.806 0.814
O -0.0528 1.7145 0.3039 1.532 0.960 -0.272
C -0.1903 0.5210 -0.2811 0.468 -2.956 0.621
N -1.4251 0.2945 -0.8039 -1.032 2.745 -0.405
C -1.5681 -0.9812 -1.2961 1.013 0.955 0.708
C -0.4226 -1.6413 -1.0135 2.217 0.800 2.144
C 0.4680 -0.7253 -0.2588 -0.720 0.475 -0.800
O 1.7138 -1.0755 0.3388 -1.533 -0.176 -0.972
H 0.6147 2.4093 2.0270 -1.323 1.749 1.988
H 1.9082 1.9201 1.2733 3.420 0.610 -2.115
H 0.8529 0.6771 1.7799 0.237 1.139 0.120
H -2.0167 1.1801 -0.7755 0.529 -2.329 -0.615
H -2.3816 -1.2831 -1.8577 -1.515 -0.418 -0.751
H -0.1490 -2.6793 -1.0302 -0.375 -0.310 -0.644
H 1.7241 -2.0453 0.2464 0.303 0.560 0.181
```
Forces are in eV/Å.

ΔE to the lowest compared entry with this formula, charge and spin: 55.2 kcal per mole
LUMO energy: 0.0339 Eh
Net charge: 0
SMILES: COc1[nH]ccc1O
Multiplicity: 1
Kohn-Sham gap: 8.38 eV
Molar mass: 113.1 u



# 2
# C5H9N2

One molecule with the formula C5H9N2 (wB97M-V/def2-TZVPD, OMol25).

```
16
Properties=species:S:1:pos:R:3:forces:R:3
C -1.8868 -0.0617 1.4685 0.454 0.745 -1.502
C -0.5635 0.7108 1.0215 -2.213 0.039 2.071
C 0.1742 0.2080 -0.1345 0.915 -0.224 -0.059
C 0.0988 0.4474 -1.4611 -0.009 -0.159 0.762
N 1.2100 -0.1390 -2.0784 -0.435 0.674 0.641
C 1.9508 -0.7977 -1.0806 0.347 -0.501 -2.003
N 1.3527 -0.5192 0.1359 0.143 0.281 -0.084
H -1.8784 -0.1757 2.5461 -0.109 -0.529 0.000
H -1.9388 -0.9616 0.8579 -0.056 -0.468 0.645
H -2.7884 0.4987 1.2004 0.166 0.082 0.057
H 0.0180 0.6065 1.9400 0.655 0.267 -0.421
H -0.8707 1.7593 0.9921 0.469 0.025 -0.440
H -0.6451 1.1129 -1.8639 0.203 -0.129 -0.616
H 1.4046 -0.3358 -3.0377 -0.523 0.129 -0.228
H 2.8070 -1.3110 -1.4750 0.336 -0.238 1.179
H 1.5554 -1.0419 0.9689 -0.344 0.004 -0.002
```
Forces are in eV/Å.

ΔE to the lowest compared entry with this formula, charge and spin: 9.0 kcal per mole
LUMO energy (spin up / spin down): 0.0392 / 0.0380 Eh
Net charge: 0
Multiplicity: 2
Kohn-Sham gap (spin up / spin down): 5.26 / 9.11 eV
Molar mass: 97.1 u



# 3
# C16H28ClCuN4O4Pd

C16H28ClCuN4O4Pd as an isolated structure (wB97M-V/def2-TZVPD, OMol25).

```
55
Properties=species:S:1:pos:R:3:forces:R:3
Pd -11.4738 17.5660 2.3828 0.418 1.054 0.380
Cu -15.6157 18.2544 -2.9825 0.356 0.804 -0.964
Cl -12.3937 18.5465 -1.1066 -0.845 -0.807 -1.749
O -12.5721 18.5535 0.3326 0.550 0.096 1.471
O -13.6194 19.0223 -1.6563 -0.209 0.016 -0.399
O -11.3700 19.5735 -1.2694 0.227 -0.088 0.380
O -12.0107 17.2876 -1.5913 0.102 0.479 0.219
C -12.6070 23.1387 -4.3439 -0.375 0.691 0.291
C -13.4314 22.2744 -3.4172 2.330 0.070 -1.529
C -13.3769 22.6416 -1.9380 -2.124 2.061 1.068
C -13.6266 24.0869 -1.6939 1.484 -6.428 -0.913
N -13.8797 25.1930 -1.5895 -0.972 4.471 0.522
H -12.6647 24.2232 -4.2507 -0.523 0.120 0.619
H -13.0370 23.0278 -5.3393 0.353 -0.420 -0.695
H -11.5341 22.9462 -4.3499 0.046 -0.687 -0.291
H -13.1204 21.2431 -3.5841 0.012 -0.098 0.436
H -14.4659 22.3015 -3.7594 -1.082 0.285 0.416
H -12.4154 22.3553 -1.5118 0.830 0.036 -0.320
H -14.0996 22.0929 -1.3341 -0.199 -0.033 0.087
C -11.1838 18.5738 -4.8660 -0.035 0.271 -1.695
C -11.6638 17.2862 -5.6858 1.710 0.497 3.256
C -12.9634 17.5617 -6.3519 -0.067 -1.822 -2.071
C -13.8442 18.4321 -5.6831 -3.081 3.692 2.324
N -14.5454 19.2123 -5.1210 1.910 -3.151 -0.800
H -11.9046 18.9572 -4.1439 -0.334 -0.608 0.255
H -11.1904 19.3827 -5.5966 0.233 0.251 -0.197
H -10.1984 18.6513 -4.4065 0.037 -0.842 -0.151
H -11.7784 16.4970 -4.9428 -0.368 -0.122 0.129
H -10.9119 16.8248 -6.3261 -0.032 0.756 -0.389
H -13.4938 16.6209 -6.4988 -0.282 -0.268 0.242
H -12.8366 17.8085 -7.4060 -0.002 0.854 -0.018
C -15.8390 20.7470 1.1095 -0.247 0.364 -0.106
C -16.3895 22.0666 0.6306 -0.802 0.494 1.237
C -17.4995 22.0825 -0.4467 1.179 -0.398 -0.185
C -16.9724 21.6984 -1.7361 -1.686 2.157 4.471
N -16.6328 21.3709 -2.7394 2.471 -2.175 -5.374
H -16.7228 20.1894 1.4195 0.477 -0.889 -0.288
H -15.2414 20.9223 2.0041 -0.052 -0.048 0.008
H -15.1670 20.3342 0.3571 -0.295 -0.784 -0.070
H -15.5499 22.7424 0.4679 -0.278 0.426 -0.515
H -16.9118 22.4399 1.5114 0.118 0.488 0.038
H -17.9392 23.0785 -0.4985 -0.282 -0.232 -0.079
H -18.2327 21.2814 -0.3529 -0.477 0.347 1.001
C -12.9565 22.9532 2.8519 -0.224 0.259 -1.904
C -11.8961 23.0930 1.6451 0.673 -0.397 2.158
C -11.3492 21.8117 1.0503 -1.202 -1.188 0.406
C -11.0627 20.7519 2.0117 0.991 -1.382 0.951
N -10.9068 19.8387 2.7156 -0.703 0.316 -1.444
H -13.7369 22.2583 2.5417 -0.124 -0.063 -0.051
H -13.4621 23.9043 3.0190 0.154 0.113 -0.219
H -12.6655 22.6331 3.8523 0.963 -0.102 -0.382
H -10.9869 23.5347 2.0528 -0.315 0.931 -0.186
H -12.1962 23.5467 0.7006 -0.571 1.096 0.750
H -10.5889 22.0008 0.2925 0.366 -0.252 0.405
H -12.2032 21.3439 0.5605 -0.204 -0.212 -0.536
```
Forces are in eV/Å.

LUMO energy (spin up / spin down): -0.3625 / -0.5767 Eh
Net charge: +3
Multiplicity: 4
Kohn-Sham gap (spin up / spin down): 8.98 / 3.15 eV
Molar mass: 545.8 u